Entry 1:
Density functional theory data (ωB97M-V with the def2-TZVPD basis set) for a structure of composition C21H56Ba2F3N4O11S at a distorted geometry.

HOMO-LUMO gap (alpha / beta) (eV): 5.19 / 5.70
Charge: +2
DFT total energy (eV): -71524.763
HOMO (alpha / beta) (eV): -11.1380 / -12.4476
Spin multiplicity: 2
Max |F| (eV Å⁻¹): 3.40

```
98
C21H56Ba2F3N4O11S | the Open Molecules 2025 dataset | ωB97M-V with the def2-TZVPD basis set
Ba -2.82423 2.08166 -3.19965
Ba 1.72526 2.75417 -3.65301
C -0.10184 0.04366 0.69059
F -1.34286 -0.53214 0.99958
F 0.01949 1.18564 1.41453
F 0.94295 -0.69084 0.99954
S 0.08727 0.36564 -1.21971
O -1.27471 0.48715 -1.74885
O 0.86944 1.61678 -1.21114
O 0.82014 -0.72029 -1.88944
C 4.61337 0.77587 -1.16743
C 3.88720 -0.25286 -0.29300
O 3.18353 0.38825 0.66721
O 3.81436 1.65836 -1.99493
H 5.22894 0.16306 -1.82594
H 5.28015 1.37271 -0.54510
H 4.61393 -0.95249 0.11989
H 3.15143 -0.83738 -0.84533
H 2.71451 1.11024 0.24253
H 4.30573 2.47757 -2.09009
C 1.98962 -3.66281 0.50421
C 1.30331 -3.92721 -0.82620
O 0.01239 -3.20399 -0.87743
O 0.96161 -4.00892 1.42827
H 2.29230 -2.64907 0.76654
H 2.83018 -4.30801 0.75971
H 1.34667 -4.96941 -1.14250
H 1.95479 -3.28741 -1.42146
H 0.25087 -2.38700 -1.32157
H 0.29527 -3.38490 1.13128
C -0.30646 5.55494 2.30518
C 1.06248 5.50557 1.52543
C 1.43550 4.18991 1.03391
O 2.58142 4.20292 0.10982
C 3.92475 4.06690 0.67952
N 0.96959 6.47372 0.42568
H -0.37659 4.94452 3.20549
H -1.08097 5.22476 1.61293
H -0.70025 6.55757 2.47182
H 1.87602 5.90555 2.13063
H 0.72060 3.63580 0.42565
H 1.74963 3.58815 1.88673
H 4.49481 3.70866 -0.17768
H 3.94113 3.43323 1.56626
H 4.37374 5.03439 0.90416
H 0.15331 6.17342 -0.08775
H 0.62807 7.26024 0.95939
C -5.54302 -3.24379 3.75405
C -5.35471 -2.02993 2.74232
C -5.53104 -0.65013 3.39322
O -5.67931 0.42597 2.48317
C -5.75252 1.58168 3.24262
N -3.98007 -2.23569 2.39528
H -4.84930 -3.14206 4.58861
H -5.27666 -4.21196 3.33003
H -6.57785 -3.43574 4.03757
H -6.06838 -2.17672 1.93163
H -4.74328 -0.53056 4.13701
H -6.48050 -0.90450 3.86431
H -6.69013 1.63881 3.79554
H -5.51237 2.35832 2.51650
H -4.90430 1.60550 3.92677
H -3.81425 -3.10606 1.91044
H -3.61091 -1.53869 1.76439
C -6.46626 -0.88390 -1.18766
C -5.40982 0.23275 -1.38220
C -4.22954 0.22243 -0.45256
O -3.63091 1.53761 -0.64503
C -3.43494 2.32640 0.56535
N -5.03631 0.19076 -2.81935
H -6.09586 -1.82924 -1.58417
H -7.17503 -0.66289 -1.98572
H -6.89766 -0.95341 -0.18908
H -5.92160 1.18319 -1.23106
H -3.70736 -0.62789 -0.89118
H -4.51471 0.03639 0.58290
H -2.66767 1.82832 1.15806
H -4.41511 2.44929 1.02607
H -3.02244 3.26926 0.20622
H -4.76390 -0.76450 -3.00202
H -5.85449 0.25816 -3.40768
C 7.20280 -2.56373 -1.55618
C 6.09195 -3.69034 -1.67196
C 5.14996 -3.26498 -2.81253
O 4.43295 -2.04101 -2.58077
C 3.59372 -1.49428 -3.56147
N 6.71960 -5.01475 -1.84515
H 6.88437 -1.64031 -1.07244
H 7.65661 -2.21235 -2.48284
H 8.03896 -2.81537 -0.90379
H 5.48817 -3.60827 -0.76818
H 4.47151 -4.09825 -2.99545
H 5.63296 -3.08277 -3.77254
H 2.65249 -2.04161 -3.51025
H 4.00939 -1.56711 -4.56646
H 3.40262 -0.46332 -3.26365
H 6.14829 -5.64180 -2.39334
H 7.63771 -5.14314 -2.24601
```

Entry 2:
Density functional theory data (ωB97M-V with the def2-TZVPD basis set) for a structure of composition C21H56CuF2NO25S9 at a distorted geometry.

HOMO-LUMO gap (alpha / beta) (eV): 9.06 / 2.23
Charge: +1
DFT total energy (eV): -222934.627
HOMO (alpha / beta) (eV): -12.1574 / -12.1555
Spin multiplicity: 2
ΔE to the lowest compared entry with this formula, charge and spin (kcal per mole): 15.4
Max |F| (eV Å⁻¹): 8.09

```
115
C21H56CuF2NO25S9 | the Open Molecules 2025 dataset | ωB97M-V with the def2-TZVPD basis set
Cu -0.40158 -1.52233 3.18349
N -0.65026 -1.02066 1.20219
S -1.34033 -1.65294 -0.05255
O -0.47717 -2.30942 -0.97617
O -2.60324 -1.14333 -0.43703
F -1.72936 -2.94233 0.85731
S -0.25228 0.30627 0.25549
O -1.37685 1.19420 -0.05886
O 0.85231 0.31625 -0.70561
F 0.50347 1.15911 1.45060
O 3.61846 -3.98195 2.03785
S 2.91696 -2.75744 1.70182
O 1.58732 -2.41444 2.21403
O 3.92242 -1.40120 1.59937
C 5.18080 -1.46711 1.05885
C 6.22545 -1.98355 2.14136
C 2.65728 -2.98537 -0.08054
H 5.31760 -0.47834 0.62099
H 5.18250 -2.21612 0.26696
H 5.66031 -2.52336 2.90118
H 6.73183 -1.13119 2.59432
H 6.96146 -2.63180 1.66582
H 1.85343 -3.70493 -0.23596
H 3.52013 -3.46242 -0.54531
H 2.51891 -2.00409 -0.53445
O 0.19272 -3.98523 -5.95986
S -0.50201 -3.32422 -4.83507
O -1.91325 -2.84952 -4.85475
O -0.24992 -4.12078 -3.45623
C 0.98784 -4.73018 -3.21826
C 1.08191 -6.17306 -3.89164
C 0.50249 -1.80235 -4.62803
H 0.85876 -4.85174 -2.14278
H 1.78487 -3.99729 -3.34368
H 1.98915 -6.58475 -3.44943
H 1.22057 -6.19865 -4.97248
H 0.18634 -6.68973 -3.54653
H 1.54935 -2.08741 -4.73254
H 0.17495 -1.40451 -3.66754
H 0.25520 -0.96842 -5.28494
O 3.37126 0.89203 4.87060
S 2.05725 1.24689 4.31484
O 1.33520 0.20093 3.62458
O 1.13405 1.74873 5.55869
C 1.60618 2.71645 6.50847
C 0.41516 3.58344 6.87012
C 1.98789 2.75708 3.32694
H 2.46192 3.31056 6.18779
H 1.97239 2.24311 7.41947
H 0.56456 4.14339 7.79328
H -0.38899 2.87844 7.08089
H 0.22019 4.32268 6.09321
H 0.95143 3.06008 3.17839
H 2.51921 2.53778 2.40082
H 2.50998 3.53993 3.87710
O -1.51382 0.38351 3.52328
S -2.45986 1.45192 3.33774
O -2.09464 2.78474 2.86448
O -3.77382 0.81088 2.50769
C -4.78369 1.73895 2.09430
C -5.48127 1.11611 0.84330
C -3.34695 1.79388 4.97521
H -4.43368 2.76381 1.97066
H -5.54585 1.88750 2.85925
H -4.80841 0.97309 -0.00222
H -6.27855 1.80317 0.55978
H -5.91343 0.12723 0.99642
H -3.65532 0.80102 5.30272
H -4.16216 2.51565 4.92437
H -2.65135 2.13651 5.74125
O 3.12912 -2.15884 -3.06563
S 3.85343 -0.91851 -3.38939
O 3.09827 0.22983 -3.93033
O 4.79592 -0.42955 -2.04955
C 4.98951 1.04696 -1.82521
C 3.85804 1.73127 -1.01055
C 5.24118 -1.24866 -4.57092
H 5.11096 1.47983 -2.81817
H 5.95066 1.22562 -1.34318
H 2.89636 1.63493 -1.51454
H 4.00216 2.81099 -0.97156
H 3.74732 1.36729 0.01089
H 4.80769 -1.17329 -5.56817
H 5.43275 -2.29691 -4.34166
H 6.05360 -0.61182 -4.22088
O -6.65140 -2.48390 -3.65464
S -6.51487 -1.26363 -2.91143
O -7.27049 -0.06637 -3.32602
O -6.79020 -1.52137 -1.32131
C -6.07939 -2.60727 -0.72075
C -7.25576 -3.54071 -0.35580
C -4.70260 -0.89869 -2.66340
H -5.45781 -2.14918 0.04861
H -5.34168 -3.12048 -1.33760
H -7.83132 -3.72840 -1.26223
H -7.93071 -3.05959 0.35208
H -6.90221 -4.43723 0.15346
H -4.65715 -0.06894 -1.95803
H -4.43505 -0.59784 -3.67632
H -4.23747 -1.83882 -2.36689
O -1.84417 6.27116 -2.56483
S -0.82749 5.22826 -2.46815
O 0.30262 5.23150 -3.39220
O -0.31939 5.39365 -0.82967
C 0.76972 4.59229 -0.41585
C 1.37343 5.02708 0.90584
C -1.75543 3.66097 -2.42057
H 1.63411 4.64517 -1.07776
H 0.52503 3.53026 -0.39826
H 1.65189 6.07980 0.95414
H 2.26747 4.43594 1.10420
H 0.67679 4.80415 1.71398
H -1.14027 2.88337 -1.96777
H -1.88458 3.37205 -3.46361
H -2.65201 3.79444 -1.81522
```

Entry 3:
Density functional theory data (ωB97M-V with the def2-TZVPD basis set) for a structure of composition C21H56F2FeNO11S2 at a distorted geometry.

HOMO-LUMO gap (alpha / beta) (eV): 6.06 / 2.69
Charge: +2
DFT total energy (eV): -108168.654
HOMO (alpha / beta) (eV): -13.0814 / -13.0814
Spin multiplicity: 6
Max |F| (eV Å⁻¹): 9.68

```
94
C21H56F2FeNO11S2 | the Open Molecules 2025 dataset | ωB97M-V with the def2-TZVPD basis set
Fe -2.28687 -0.09840 -1.39274
N -0.53446 0.69443 -0.78401
S 0.09359 2.03376 -0.26003
O 0.47006 3.05568 -1.24683
O 0.73312 1.98287 1.06188
F -1.32536 2.57701 0.17577
S 0.93806 -0.09329 -0.86245
O 1.20074 -1.03160 0.21226
O 2.08156 0.52455 -1.57446
F 0.36352 -1.12989 -1.95746
C 0.58868 -4.05225 2.88348
C -0.05080 -2.74747 3.03489
C 0.92086 -1.71722 3.63978
O -0.56217 -2.33048 1.83963
H 1.26637 -4.28217 3.70567
H 1.21197 -4.03640 1.98940
H -0.15657 -4.84648 2.84008
H -0.90065 -3.04351 3.64988
H 1.92532 -1.87829 3.24833
H 1.08740 -1.96517 4.68806
H 0.44395 -0.73750 3.61148
H 0.19453 -2.09673 1.29708
C -3.09839 -4.14960 -0.48487
C -1.99190 -3.49519 -1.27299
C -2.30043 -3.43912 -2.74741
O -1.82569 -2.17014 -0.72984
H -2.72627 -4.41973 0.50339
H -3.62776 -4.92579 -1.03750
H -3.96282 -3.49872 -0.35370
H -1.05335 -4.03210 -1.13536
H -2.18547 -4.42313 -3.20194
H -1.95848 -2.66045 -3.42920
H -3.37392 -3.25089 -2.72954
H -1.71370 -2.40297 0.19473
C 3.82602 -3.29572 -0.55524
C 4.23136 -3.51709 0.86876
C 4.62011 -5.00242 1.08644
O 5.28638 -2.80588 1.38813
H 2.96063 -3.90818 -0.80838
H 4.71821 -3.41569 -1.16983
H 3.52745 -2.24754 -0.57164
H 3.37093 -3.26550 1.48881
H 4.88581 -5.03238 2.14313
H 5.35369 -5.41599 0.39439
H 3.76962 -5.67220 0.95932
H 6.05335 -3.33666 1.16085
C -2.64158 0.99220 2.26787
C -3.55265 0.08061 1.46943
C -5.02427 -0.01908 1.99099
O -3.55396 0.57987 0.09896
H -2.92599 2.04381 2.30425
H -1.65094 0.94510 1.81562
H -2.58590 0.53919 3.25770
H -3.09859 -0.90994 1.44210
H -5.58726 0.91419 1.97904
H -4.96437 -0.19284 3.06538
H -5.56862 -0.79314 1.45004
H -3.99781 1.43008 0.05728
C 6.02955 1.13515 2.72673
C 4.82481 0.72353 1.89473
C 5.09888 0.53456 0.44436
O 4.32244 -0.40788 2.47916
H 6.62033 1.84864 2.15227
H 6.59392 0.29406 3.12937
H 5.61138 1.78225 3.49777
H 4.15479 1.56629 2.06476
H 5.88580 -0.19824 0.26587
H 5.38443 1.49588 0.01726
H 4.26248 0.06943 -0.07737
H 4.57963 -1.15472 1.93356
C -3.79105 5.22826 0.63831
C -4.74392 4.04138 0.87813
C -6.10759 4.56668 0.59702
O -4.36393 3.09479 -0.14863
H -3.67335 5.38745 -0.43356
H -2.81311 4.91761 1.00605
H -4.16660 6.15499 1.07218
H -4.73392 3.68782 1.90914
H -6.81963 3.74453 0.52513
H -6.23042 5.23949 -0.25173
H -6.44058 5.12282 1.47334
H -4.43761 3.54015 -0.99587
C 1.13086 4.90959 -6.65378
C 0.71081 3.55968 -5.98748
C 1.06681 3.51263 -4.49019
O -0.63727 3.42426 -6.05824
H 2.20280 4.94823 -6.46000
H 0.53629 5.69119 -6.18081
H 0.83297 4.96695 -7.70071
H 1.08987 2.66407 -6.47970
H 2.07260 3.92722 -4.42242
H 1.25504 2.56602 -3.98360
H 0.40989 4.06253 -3.81629
H -1.05370 2.74428 -5.52361
```

Entry 4:
Density functional theory data (ωB97M-V with the def2-TZVPD basis set) for a structure of composition C21H56FeLi2O25PS7 at a distorted geometry.

HOMO-LUMO gap (alpha / beta) (eV): 7.01 / 5.94
Charge: +2
DFT total energy (eV): -193794.551
HOMO (alpha / beta) (eV): -15.4030 / -15.4030
Spin multiplicity: 6
ΔE to the lowest compared entry with this formula, charge and spin (kcal per mole): 0.0
Max |F| (eV Å⁻¹): 2.95

```
113
C21H56FeLi2O25PS7 | the Open Molecules 2025 dataset | ωB97M-V with the def2-TZVPD basis set
Li 18.11125 28.49179 3.09004
Li 19.40516 31.68161 4.39934
Fe 15.48738 28.75992 5.51261
P 17.52062 30.22661 4.72513
O 16.83063 29.86014 6.14200
O 17.45146 31.64217 4.29999
O 16.57863 29.16311 4.02263
O 18.93292 29.71284 4.49584
O 17.33947 24.72031 3.85689
S 16.88036 25.39329 2.69442
O 17.09518 26.81841 2.58995
O 17.50069 24.67126 1.48855
C 17.64888 25.38169 0.19652
C 18.96673 26.11323 0.14370
C 15.16860 25.07126 2.42743
H 16.72821 25.93062 0.00255
H 17.72184 24.54961 -0.49972
H 19.32886 26.22476 -0.87672
H 19.69708 25.46167 0.63416
H 19.02117 27.06696 0.66151
H 14.94250 24.08402 2.81538
H 14.99018 25.16543 1.35589
H 14.56574 25.85260 2.88878
O 16.44437 25.03646 7.16038
S 17.12292 26.25386 7.01382
O 16.53621 27.16148 5.98070
O 17.11713 26.99964 8.35673
C 17.76794 28.30707 8.56306
C 18.53643 28.26635 9.85800
C 18.82485 25.99105 6.64869
H 16.98279 29.05987 8.56684
H 18.42964 28.57769 7.73708
H 18.78370 29.29542 10.12363
H 19.46778 27.71190 9.76865
H 17.90012 27.86670 10.64570
H 18.86675 25.37834 5.75008
H 19.24232 25.52541 7.53776
H 19.28363 26.96551 6.48115
O 19.85536 33.65030 4.54807
S 19.19078 34.74815 5.20973
O 18.98182 34.66427 6.60991
O 20.05319 35.97508 4.88513
C 19.64898 37.31876 5.29051
C 20.14634 37.66268 6.67911
C 17.64096 35.06196 4.42216
H 18.56260 37.40801 5.24829
H 20.04485 37.97430 4.51996
H 19.76742 36.92615 7.38493
H 19.71582 38.63197 6.92874
H 21.23177 37.67697 6.72588
H 17.08775 35.77169 5.02519
H 17.14697 34.09316 4.38962
H 17.81955 35.38902 3.40120
O 14.43324 27.19152 -0.51221
S 13.63838 28.08440 0.24332
O 12.84131 29.11146 -0.31423
O 12.68103 27.15726 1.10608
C 11.80731 27.78235 2.07871
C 11.40508 26.72166 3.07574
C 14.69363 28.80920 1.44682
H 10.93408 28.11873 1.51590
H 12.24705 28.69026 2.49919
H 10.79907 27.19601 3.84870
H 12.28733 26.30813 3.57048
H 10.85207 25.93940 2.56598
H 14.20735 29.64591 1.94234
H 15.53631 29.20759 0.88098
H 15.05271 28.03924 2.12324
O 17.41835 29.87806 -0.98832
S 18.28791 30.15514 0.08941
O 18.27256 29.23708 1.19852
O 19.75966 30.16322 -0.37602
C 20.11262 31.05233 -1.48339
C 21.33758 31.83697 -1.10323
C 18.02236 31.77319 0.70589
H 19.29913 31.74923 -1.70474
H 20.21364 30.43427 -2.37099
H 21.15233 32.53275 -0.28488
H 21.71136 32.44771 -1.92521
H 22.14169 31.14712 -0.84373
H 18.85807 32.08732 1.32604
H 17.15998 31.65580 1.36629
H 17.80226 32.48963 -0.07798
O 16.64767 31.22262 9.99222
S 15.28705 31.47715 10.34571
O 14.98663 32.24373 11.48152
O 14.56392 32.12276 9.08311
C 15.22149 32.01559 7.82807
C 16.04682 33.23665 7.47994
C 14.38230 29.96433 10.44506
H 14.49436 31.89854 7.00938
H 15.85040 31.12544 7.76631
H 16.49960 33.12774 6.49244
H 16.80238 33.45021 8.23375
H 15.40306 34.11745 7.42005
H 14.75481 29.33644 11.24955
H 14.43139 29.46429 9.47837
H 13.35582 30.25441 10.66185
O 14.83983 34.72749 3.30215
S 13.81100 33.86372 3.75700
O 13.30621 33.98245 5.07813
O 12.66335 33.96405 2.71114
C 11.41781 33.26224 3.00502
C 10.84569 32.67054 1.73511
C 14.39246 32.20712 3.50478
H 10.76629 34.04122 3.39970
H 11.52900 32.54877 3.82363
H 10.89459 33.43828 0.96289
H 9.82440 32.35461 1.92283
H 11.49308 31.87172 1.36498
H 14.83382 32.16505 2.51005
H 13.54549 31.52537 3.57064
H 15.21143 32.05576 4.20712
```